<A>
Density functional theory data (ωB97M-V/def2-TZVPD) for C15H48BNO20 as an isolated structure.

Each line ends with the Löwdin charge.
CARTESIAN COORDINATES (ANGSTROEM)
C (3.173, 0.389, -3.613)  0.00
C (3.234, 1.250, -2.338)  -0.13
C (2.664, 0.632, -1.020)  -0.14
C (3.626, -0.424, -0.324)  0.02
N (2.783, -1.237, 0.762)  -0.16
C (2.422, -0.381, 1.970)  -0.07
C (3.621, -0.263, 2.964)  -0.07
C (4.534, -1.422, 2.562)  -0.05
C (3.743, -2.185, 1.366)  -0.07
C (1.557, -1.920, 0.272)  -0.14
C (1.791, -2.945, -0.797)  -0.19
C (0.519, -3.468, -1.496)  -0.03
H (3.657, -0.343, -3.404)  -0.03
H (3.305, 0.758, -4.452)  0.01
H (2.111, 0.036, -3.644)  0.10
H (2.803, 2.163, -2.537)  0.08
H (4.314, 1.300, -1.971)  0.13
H (1.832, 0.257, -1.251)  0.02
H (2.356, 1.298, -0.506)  0.01
H (4.348, 0.290, 0.204)  0.15
H (4.281, -1.121, -0.997)  0.17
H (1.566, -0.807, 2.507)  0.14
H (1.967, 0.540, 1.833)  0.11
H (3.155, -0.258, 3.927)  0.12
H (4.136, 0.633, 2.701)  0.10
H (4.890, -1.916, 3.157)  -0.02
H (5.398, -1.168, 2.075)  0.10
H (3.180, -2.964, 1.721)  0.11
H (4.363, -2.851, 0.895)  0.11
H (1.161, -1.116, -0.160)  0.07
H (0.906, -2.284, 1.079)  0.15
H (2.482, -3.527, -0.457)  0.05
H (2.146, -2.202, -1.430)  0.08
H (0.785, -4.268, -2.306)  0.12
H (0.185, -2.706, -2.195)  0.07
H (0.012, -4.012, -0.721)  0.07
O (-4.454, -1.217, 1.283)  0.06
C (-3.291, -0.602, 1.248)  -0.34
O (-3.118, 0.413, 0.582)  0.33
B (-1.703, 0.590, 0.351)  -0.79
O (-1.053, -0.466, 1.174)  0.27
C (-2.042, -1.082, 1.739)  -0.36
O (-1.850, -2.077, 2.433)  0.13
O (-1.305, 1.926, 0.678)  0.36
C (-0.689, 2.374, -0.275)  -0.38
O (0.034, 3.401, -0.147)  0.06
C (-0.753, 1.486, -1.404)  -0.45
O (-1.364, 0.460, -1.127)  0.33
O (-0.186, 1.742, -2.452)  0.13
O (-1.712, -0.163, 5.492)  -0.15
H (-2.014, -1.181, 5.124)  0.14
H (-0.930, -0.296, 6.050)  0.01
O (-2.783, 3.555, -3.252)  -0.12
H (-1.873, 3.975, -3.463)  0.03
H (-3.409, 4.096, -2.703)  0.05
O (-6.722, 0.566, 0.576)  -0.02
H (-5.869, 0.152, 0.474)  -0.02
H (-6.816, 0.505, -0.345)  0.00
O (-1.600, 4.641, 0.545)  -0.09
H (-2.301, 4.515, 1.321)  0.12
H (-1.157, 3.778, 0.482)  -0.08
O (-4.132, -1.272, -1.906)  -0.04
H (-4.439, -0.380, -1.861)  0.01
H (-4.968, -1.559, -2.339)  0.07
O (-1.594, -4.554, 3.151)  -0.07
H (-1.274, -4.337, 4.124)  0.11
H (-1.591, -3.662, 3.039)  -0.12
O (-6.114, -2.340, 3.111)  -0.08
H (-5.541, -2.990, 3.559)  0.05
H (-5.839, -1.565, 2.609)  0.00
O (-4.302, -4.370, 0.869)  0.07
H (-3.579, -4.654, 0.423)  -0.02
H (-4.099, -3.617, 1.238)  -0.09
O (1.797, 5.850, -1.776)  -0.16
H (1.619, 6.567, -2.436)  0.05
H (0.936, 5.321, -1.373)  0.11
O (1.084, 4.384, 1.968)  -0.11
H (2.125, 4.666, 2.064)  0.13
H (0.712, 4.267, 1.137)  -0.09
O (-0.217, -0.797, -4.637)  -0.07
H (-1.224, -0.727, -4.506)  0.09
H (0.068, -0.208, -3.980)  -0.06
O (-0.118, 3.922, -3.896)  -0.05
H (0.768, 4.204, -3.720)  0.02
H (-0.121, 2.999, -3.618)  0.00

Values from the calculation:
Kohn-Sham gap: 9.028 eV
E_HOMO: -10.030 eV

<B>
Density functional theory data (ωB97M-V/def2-TZVPD) for C15H48BNO20 as an isolated structure.

Each line ends with the Löwdin charge.
CARTESIAN COORDINATES (ANGSTROEM)
C (1.721, 0.669, 5.535)  -0.09
C (0.934, 0.789, 4.220)  -0.25
C (1.437, 1.996, 3.355)  -0.10
C (0.589, 2.045, 1.936)  -0.07
N (0.913, 2.969, 0.818)  -0.21
C (2.170, 2.504, 0.038)  -0.07
C (2.942, 3.776, -0.240)  -0.17
C (2.699, 4.678, 0.924)  -0.15
C (1.260, 4.407, 1.325)  -0.03
C (-0.160, 2.884, -0.202)  -0.15
C (-1.553, 3.399, 0.212)  -0.19
C (-2.701, 2.964, -0.788)  -0.05
H (1.644, 1.573, 6.036)  0.03
H (2.817, 0.467, 5.357)  0.07
H (1.348, -0.327, 6.149)  0.15
H (0.062, 0.994, 4.454)  0.01
H (0.964, -0.098, 3.611)  0.10
H (2.587, 1.789, 3.363)  0.14
H (1.302, 2.863, 3.897)  0.07
H (-0.217, 2.515, 2.328)  0.08
H (0.170, 1.105, 1.504)  0.15
H (2.062, 1.715, -0.825)  0.18
H (2.783, 2.020, 0.930)  0.16
H (2.594, 4.307, -1.102)  0.12
H (3.867, 3.366, -0.485)  0.11
H (2.875, 5.728, 0.816)  0.11
H (3.484, 4.596, 1.674)  0.13
H (0.246, 4.958, 0.788)  0.19
H (0.926, 4.581, 2.317)  0.11
H (-0.464, 1.927, -0.358)  0.08
H (0.035, 3.266, -1.198)  0.15
H (-1.633, 4.532, 0.237)  0.12
H (-1.884, 2.996, 1.038)  0.04
H (-2.326, 2.837, -1.775)  0.04
H (-3.637, 3.624, -0.794)  0.12
H (-2.887, 1.912, -0.664)  0.05
O (0.177, -3.877, 1.202)  0.13
C (0.202, -2.926, 0.405)  -0.38
O (-0.543, -2.680, -0.537)  0.29
B (-0.194, -1.489, -1.298)  -0.85
O (0.989, -0.973, -0.539)  0.28
C (1.103, -1.748, 0.465)  -0.39
O (2.101, -1.703, 1.140)  0.13
O (-1.310, -0.521, -1.205)  0.23
C (-1.737, -0.433, -2.418)  -0.42
O (-2.840, -0.099, -2.555)  0.21
C (-0.840, -1.197, -3.288)  -0.49
O (0.049, -1.694, -2.668)  0.36
O (-1.126, -1.496, -4.390)  0.20
O (0.213, -0.310, -6.768)  -0.09
H (-0.233, -0.864, -6.129)  -0.03
H (-0.491, 0.316, -7.137)  0.07
O (1.460, -3.723, -4.090)  0.05
H (1.005, -2.857, -4.035)  0.04
H (1.260, -4.097, -3.371)  -0.10
O (-0.521, -4.623, 3.852)  -0.06
H (-0.345, -4.614, 2.924)  -0.04
H (-0.668, -3.681, 4.086)  0.05
O (3.750, -1.483, 3.784)  -0.08
H (3.842, -2.312, 3.349)  -0.03
H (3.717, -0.696, 3.163)  0.03
O (-4.438, 2.394, -3.769)  0.01
H (-4.689, 1.547, -3.549)  -0.05
H (-3.526, 2.391, -3.884)  -0.01
O (-5.503, -0.553, -3.324)  0.10
H (-4.785, -0.813, -3.008)  -0.12
H (-5.616, -1.099, -4.035)  0.02
O (-2.949, -0.254, -6.336)  -0.03
H (-3.297, 0.147, -5.573)  -0.02
H (-2.503, -0.816, -5.672)  0.01
O (-2.842, -3.786, -1.752)  -0.06
H (-2.012, -3.727, -1.278)  0.00
H (-3.678, -3.438, -1.285)  0.09
O (4.329, -0.347, 1.154)  -0.14
H (5.080, -1.057, 1.362)  0.12
H (3.548, -0.837, 0.818)  -0.01
O (3.307, -4.197, 2.484)  -0.03
H (2.649, -3.765, 2.003)  -0.04
H (2.641, -4.718, 2.986)  0.07
O (-3.610, -0.830, 0.633)  0.02
H (-4.366, -0.549, 0.328)  -0.06
H (-2.959, -0.555, -0.048)  0.02
O (-0.659, -7.162, 1.076)  -0.12
H (-0.030, -6.482, 0.879)  -0.03
H (-0.070, -8.002, 1.437)  0.13

Values from the calculation:
Kohn-Sham gap: 9.923 eV
E_HOMO: -10.786 eV

Relative energy table, unit hartree: <A> 0.2393; <B> 0.0000

<A>
Density functional theory data (ωB97M-V/def2-TZVPD) for C16H23N3O2S in the gas phase.

Each line ends with the Löwdin charge.
CARTESIAN COORDINATES (ANGSTROEM)
C (4.243, 2.838, 1.269)  -0.04
C (3.855, 1.648, 0.464)  -0.35
N (3.258, 0.603, 1.012)  0.12
N (3.049, -0.275, 0.021)  -0.10
C (3.504, 0.189, -1.166)  -0.27
C (4.034, 1.436, -0.913)  0.01
H (4.486, 2.103, -1.619)  0.10
C (3.369, -0.560, -2.440)  -0.01
H (3.811, -1.554, -2.366)  0.08
H (3.866, -0.013, -3.236)  0.08
H (2.312, -0.664, -2.692)  0.06
C (2.419, -1.541, 0.307)  -0.32
C (3.419, -2.492, 0.963)  -0.03
H (2.941, -3.442, 1.187)  0.08
H (4.262, -2.671, 0.300)  0.08
H (3.789, -2.051, 1.885)  0.08
H (2.057, -1.957, -0.638)  0.13
C (1.205, -1.301, 1.219)  -0.21
N (0.262, -0.362, 0.650)  -0.11
S (-0.474, -0.860, -0.779)  0.67
O (-0.561, -2.291, -0.747)  -0.28
O (0.172, -0.250, -1.913)  -0.29
C (-2.090, -0.144, -0.567)  -0.28
C (-3.055, -0.868, 0.102)  -0.01
C (-4.314, -0.325, 0.320)  -0.22
C (-4.584, 0.970, -0.143)  -0.23
C (-3.595, 1.679, -0.813)  -0.03
C (-2.343, 1.130, -1.030)  -0.05
H (-1.570, 1.662, -1.561)  0.11
H (-3.810, 2.675, -1.172)  0.11
C (-5.931, 1.584, 0.078)  -0.04
H (-6.157, 1.638, 1.142)  0.09
H (-6.707, 0.983, -0.394)  0.09
H (-5.970, 2.588, -0.336)  0.08
C (-5.362, -1.116, 1.039)  -0.04
H (-6.239, -1.251, 0.407)  0.09
H (-4.979, -2.093, 1.316)  0.08
H (-5.682, -0.597, 1.941)  0.09
H (-2.809, -1.864, 0.434)  0.12
H (0.684, 0.548, 0.521)  0.10
H (0.669, -2.239, 1.359)  0.12
H (1.540, -0.906, 2.180)  0.12
H (5.320, 2.993, 1.221)  0.08
H (3.755, 3.733, 0.885)  0.07
H (3.951, 2.687, 2.305)  0.07

Values from the calculation:
Kohn-Sham gap: 9.560 eV
E_HOMO: -8.794 eV
SMILES: Cc1cc(C)n([C@@H](C)CNS(=O)(=O)c2ccc(C)c(C)c2)n1

<B>
Density functional theory data (ωB97M-V/def2-TZVPD) for C16H23N3O2S in the gas phase.

Each line ends with the Löwdin charge.
CARTESIAN COORDINATES (ANGSTROEM)
C (-5.054, 0.787, -1.132)  -0.05
C (-3.625, 0.852, -1.589)  -0.22
C (-3.361, 1.076, -2.931)  0.01
C (-2.072, 1.154, -3.426)  -0.22
C (-0.985, 1.025, -2.548)  -0.19
C (-1.252, 0.805, -1.198)  -0.16
C (-2.555, 0.698, -0.703)  -0.20
C (-2.812, 0.426, 0.745)  -0.04
H (-3.856, 0.194, 0.925)  0.07
H (-2.533, 1.292, 1.341)  0.09
H (-2.201, -0.407, 1.078)  0.06
S (0.052, 0.652, 0.044)  0.71
O (-0.251, 1.459, 1.188)  -0.28
O (1.381, 0.814, -0.491)  -0.31
N (-0.129, -0.980, 0.503)  -0.14
H (0.302, -1.552, -0.210)  0.11
C (0.392, -1.276, 1.824)  -0.26
C (1.920, -1.283, 1.884)  -0.16
H (2.310, -2.138, 1.324)  0.13
H (2.287, -0.372, 1.407)  0.10
C (2.426, -1.345, 3.327)  -0.14
N (3.861, -1.381, 3.376)  -0.11
C (4.653, -2.464, 3.563)  -0.19
N (5.921, -2.168, 3.496)  0.05
C (5.969, -0.833, 3.245)  -0.16
C (4.705, -0.327, 3.163)  -0.08
H (4.341, 0.663, 2.980)  0.11
H (6.908, -0.326, 3.142)  0.09
H (4.262, -3.443, 3.756)  0.12
H (2.044, -2.244, 3.821)  0.13
H (2.070, -0.467, 3.876)  0.14
H (0.001, -0.490, 2.474)  0.11
H (-0.015, -2.240, 2.146)  0.13
C (0.387, 1.130, -3.136)  -0.04
H (1.159, 1.047, -2.384)  0.04
H (0.499, 2.088, -3.643)  0.09
H (0.531, 0.347, -3.880)  0.09
C (-1.852, 1.386, -4.889)  -0.05
H (-1.269, 0.577, -5.327)  0.08
H (-2.803, 1.448, -5.411)  0.08
H (-1.306, 2.314, -5.056)  0.08
H (-4.190, 1.193, -3.615)  0.12
H (-5.295, -0.203, -0.746)  0.09
H (-5.722, 0.997, -1.963)  0.08
H (-5.244, 1.517, -0.348)  0.09

Values from the calculation:
Kohn-Sham gap: 9.231 eV
E_HOMO: -8.651 eV
SMILES: Cc1cc(C)c(C)c(S(=O)(=O)NCCCn2ccnc2)c1C

Relative energy table, unit hartree: <A> 0.0000; <B> 0.0209